No. 1
{
  "formula": "C13H40O11",
  "method": "ωB97M-V/def2-TZVPD",
  "elements": ["O", "C", "O", "C", "C", "O", "H", "H", "H", "H", "C", "C", "O", "H", "H", "H", "H", "H", "H", "C", "C", "O", "H", "H", "H", "H", "H", "H", "C", "C", "O", "H", "H", "H", "H", "H", "H", "C", "C", "O", "H", "H", "H", "H", "H", "H", "C", "C", "O", "H", "H", "H", "H", "H", "H", "O", "H", "H", "O", "H", "H", "O", "H", "H"],
  "xyz": [[1.185, -2.473, 3.828], [0.154, -1.907, 3.737], [-0.358, -1.077, 4.678], [-1.718, -0.788, 4.384], [-1.870, -1.279, 2.914], [-0.676, -1.983, 2.657], [-2.379, -1.347, 5.053], [-1.986, 0.260, 4.470], [-1.922, -0.349, 2.335], [-2.770, -1.845, 2.694], [-2.528, -2.523, -1.785], [-1.765, -3.648, -1.075], [-2.450, -4.884, -1.095], [-2.935, -2.927, -2.713], [-1.846, -1.693, -1.972], [-3.389, -2.156, -1.217], [-1.498, -3.332, -0.058], [-0.829, -3.802, -1.612], [-3.251, -4.813, -0.567], [-3.611, 1.236, -1.896], [-2.917, 1.527, -0.572], [-3.821, 1.885, 0.466], [-3.870, 2.089, -2.526], [-4.468, 0.574, -1.775], [-2.902, 0.665, -2.512], [-2.111, 2.252, -0.710], [-2.484, 0.574, -0.271], [-4.400, 2.572, 0.120], [4.157, -0.306, -4.519], [4.064, 0.223, -3.105], [2.781, 0.830, -2.826], [3.686, -1.291, -4.567], [5.211, -0.484, -4.741], [3.673, 0.360, -5.226], [4.860, 0.949, -2.931], [4.158, -0.587, -2.385], [2.754, 1.651, -3.328], [0.133, 0.068, 0.129], [1.613, -0.186, 0.233], [2.038, -1.023, -0.846], [-0.106, 0.629, -0.781], [-0.220, 0.704, 0.952], [-0.491, -0.824, 0.116], [1.825, -0.813, 1.106], [2.194, 0.729, 0.355], [2.259, -0.453, -1.593], [-0.040, 3.684, 3.031], [-0.926, 3.862, 4.224], [-0.242, 4.427, 5.328], [0.179, 4.624, 2.521], [-0.552, 3.042, 2.306], [0.907, 3.167, 3.195], [-1.311, 2.862, 4.494], [-1.814, 4.445, 3.957], [-0.887, 4.583, 6.024], [0.973, 0.758, -5.157], [1.128, 0.652, -4.212], [0.403, 0.023, -5.399], [2.070, -3.641, -2.214], [2.052, -2.720, -1.929], [1.984, -4.137, -1.395], [5.205, 1.417, 1.514], [4.285, 1.286, 1.759], [5.410, 0.684, 0.929]],
  "forces_ev_per_angstrom": [[0.42, -0.12, -0.06], [-0.46, 0.31, -0.16], [-0.14, 0.09, 0.01], [-0.90, -1.04, -0.48], [-0.22, 1.84, 0.50], [0.09, -0.34, 0.23], [0.27, -0.04, 0.12], [0.52, 0.17, 0.12], [0.21, -0.41, -0.51], [0.17, -0.40, 0.17], [-0.15, -0.50, 0.19], [0.03, 0.66, -0.21], [-0.03, -0.09, 0.09], [0.22, 0.20, -0.16], [-0.09, 0.07, -0.14], [0.13, -0.01, 0.16], [-0.05, -0.16, 0.04], [0.00, -0.17, 0.03], [-0.01, 0.04, 0.02], [0.64, -0.42, -0.65], [-0.59, -0.60, -0.43], [0.16, 0.22, -0.06], [-0.19, 0.22, 0.40], [-0.13, 0.16, 0.18], [-0.06, 0.08, 0.06], [-0.03, 0.12, 0.16], [0.17, 0.15, 0.28], [-0.03, 0.05, 0.10], [0.08, -0.75, 0.43], [-0.08, 0.19, -0.13], [0.34, 0.01, -0.09], [-0.22, 0.14, -0.18], [-0.03, 0.24, -0.28], [0.18, 0.07, -0.18], [-0.09, 0.06, 0.20], [0.16, 0.03, 0.07], [-0.11, 0.08, 0.08], [-0.52, 0.98, -0.04], [-0.18, -1.52, 0.44], [0.38, 0.42, -0.14], [0.16, -0.04, -0.04], [0.10, -0.10, 0.03], [0.33, -0.27, 0.08], [-0.13, 0.26, 0.17], [0.02, 0.08, -0.44], [-0.23, 0.23, -0.02], [0.32, -0.02, -1.02], [-0.49, -0.87, 0.38], [0.11, 0.16, -0.19], [0.04, 0.02, 0.13], [-0.19, 0.19, 0.00], [-0.04, 0.15, 0.56], [0.06, 0.13, 0.12], [0.12, 0.18, -0.06], [0.06, 0.03, 0.05], [-0.08, 0.13, 0.00], [0.09, -0.19, 0.02], [-0.03, -0.04, -0.05], [-0.02, -0.03, -0.21], [-0.06, 0.02, 0.26], [0.02, -0.03, 0.05], [0.02, 0.08, -0.05], [-0.04, -0.03, 0.06], [0.01, -0.07, -0.01]],
  "homo_ev": -10.3438,
  "gap_ev": 10.590,
  "max_force_ha_per_bohr": 0.037,
  "total_energy_ha": -1346.8881,
  "smiles": "O=C1OCCO1.CCO.CCO.CCO.CCO.CCO.O.O.O",
  "mol_weight_da": 372.45,
  "relative_energy_kcal_mol": 0.0
}



No. 2
{
  "formula": "C13H40O13",
  "method": "ωB97M-V/def2-TZVPD",
  "elements": ["O", "C", "C", "O", "H", "H", "H", "H", "H", "H", "O", "C", "C", "O", "H", "H", "H", "H", "H", "H", "O", "C", "C", "O", "H", "H", "H", "H", "H", "H", "O", "C", "C", "O", "H", "H", "H", "H", "H", "H", "O", "C", "C", "O", "H", "H", "H", "H", "H", "H", "O", "C", "C", "O", "H", "H", "H", "H", "H", "H", "C", "O", "H", "H", "H", "H"],
  "xyz": [[14.506, -13.943, -27.794], [13.284, -13.248, -27.483], [12.717, -12.693, -28.686], [13.429, -11.475, -29.002], [15.033, -13.882, -26.983], [12.548, -13.947, -27.059], [13.510, -12.433, -26.789], [11.635, -12.510, -28.572], [12.825, -13.429, -29.502], [13.245, -11.224, -29.907], [14.175, -11.200, -24.246], [15.241, -10.187, -24.246], [15.832, -10.235, -25.626], [16.933, -9.332, -25.613], [13.740, -11.227, -23.386], [14.847, -9.181, -24.034], [16.010, -10.413, -23.482], [15.068, -9.964, -26.378], [16.139, -11.269, -25.887], [17.463, -9.493, -26.394], [18.145, -17.245, -27.017], [18.983, -16.183, -26.611], [19.235, -15.159, -27.701], [19.739, -15.750, -28.880], [18.649, -17.782, -27.632], [18.577, -15.643, -25.755], [19.964, -16.599, -26.303], [19.996, -14.470, -27.340], [18.296, -14.627, -27.915], [19.013, -16.187, -29.332], [13.524, -16.140, -24.951], [12.914, -16.533, -23.771], [11.647, -15.730, -23.490], [11.849, -14.379, -23.071], [13.960, -15.275, -24.820], [12.632, -17.587, -23.899], [13.608, -16.461, -22.924], [11.085, -16.253, -22.703], [11.103, -15.641, -24.424], [12.098, -14.382, -22.127], [20.380, -12.302, -19.606], [19.828, -11.314, -20.415], [18.479, -11.702, -20.931], [18.501, -12.854, -21.670], [20.554, -13.069, -20.170], [19.724, -10.406, -19.817], [20.496, -11.069, -21.254], [18.078, -10.893, -21.539], [17.795, -11.807, -20.075], [18.590, -13.598, -21.066], [11.875, -12.602, -20.757], [13.311, -12.628, -20.628], [13.811, -13.846, -19.906], [12.986, -14.969, -20.385], [11.456, -12.705, -19.898], [13.695, -12.642, -21.645], [13.658, -11.744, -20.091], [13.695, -13.731, -18.817], [14.865, -14.049, -20.144], [13.160, -15.712, -19.793], [16.430, -14.137, -24.126], [15.239, -13.739, -24.834], [16.591, -15.203, -24.311], [17.316, -13.654, -24.591], [16.469, -13.920, -23.059], [15.032, -12.784, -24.649]],
  "forces_ev_per_angstrom": [[-0.19, 0.45, 0.45], [0.93, -1.13, 1.35], [-0.56, 0.98, -2.21], [-0.31, -0.40, 0.22], [-0.06, -0.31, -0.17], [0.27, 0.11, 0.26], [-0.29, -0.10, 0.20], [0.30, 0.17, 0.10], [0.03, 0.22, 0.15], [-0.07, 0.00, -0.18], [0.96, 0.78, 0.07], [-0.71, -0.59, 0.46], [0.02, -0.19, -0.54], [-0.20, -0.18, 0.03], [-0.04, 0.08, -0.07], [-0.05, -0.34, -0.09], [-0.30, -0.05, -0.34], [0.25, 0.09, 0.28], [0.04, 0.38, 0.27], [0.10, 0.04, -0.18], [-0.39, 0.33, 0.19], [1.19, -0.10, -0.01], [-0.57, -0.14, 0.08], [0.25, -0.17, -0.20], [0.07, -0.10, -0.05], [-0.36, -0.35, 0.06], [-0.30, 0.19, 0.00], [-0.04, 0.21, -0.06], [0.22, 0.08, 0.05], [-0.07, 0.05, -0.04], [0.80, 0.62, -0.70], [-0.49, 0.08, 0.41], [0.27, 0.24, 0.67], [0.51, -0.24, 0.25], [-0.24, -0.27, -0.12], [0.01, 0.14, 0.10], [-0.07, -0.04, 0.15], [-0.26, -0.07, -0.31], [-0.33, -0.30, -0.03], [-0.29, -0.08, -0.58], [0.34, -0.95, 0.36], [0.22, 1.10, -0.50], [-0.80, 1.41, 1.15], [0.07, -1.61, -1.03], [0.14, 0.20, 0.23], [0.07, -0.07, 0.08], [-0.07, -0.08, 0.05], [0.02, 0.03, -0.24], [0.05, 0.03, 0.01], [-0.05, -0.06, -0.09], [0.86, 0.21, -0.08], [-0.93, 0.23, 0.05], [-0.73, -1.40, -0.13], [0.99, 0.63, 0.87], [0.13, -0.05, 0.10], [-0.06, 0.12, -0.13], [0.17, 0.16, -0.17], [0.00, -0.12, -0.22], [-0.19, 0.20, 0.12], [-0.08, 0.05, -0.26], [0.67, 0.22, -1.34], [0.37, 0.49, 0.68], [-0.39, 0.06, 0.22], [-0.35, 0.01, 0.33], [-0.44, 0.07, 0.02], [-0.07, -0.99, 0.03]],
  "homo_ev": -8.9335,
  "gap_ev": 9.043,
  "max_force_ha_per_bohr": 0.048,
  "total_energy_ha": -1497.2885,
  "smiles": "OCCO.OCCO.OCCO.OCCO.OCCO.OCCO.CO",
  "mol_weight_da": 404.45,
  "relative_energy_kcal_mol": 7.5
}



No. 3
{
  "formula": "C13H40O7",
  "method": "ωB97M-V/def2-TZVPD",
  "elements": ["C", "C", "C", "O", "H", "H", "H", "H", "H", "H", "H", "H", "C", "C", "C", "O", "H", "H", "H", "H", "H", "H", "H", "H", "C", "C", "C", "O", "H", "H", "H", "H", "H", "H", "H", "H", "C", "O", "H", "H", "H", "H", "C", "O", "H", "H", "H", "H", "C", "O", "H", "H", "H", "H", "C", "O", "H", "H", "H", "H"],
  "xyz": [[14.721, 45.636, 21.590], [13.859, 45.733, 22.957], [12.372, 46.393, 22.774], [13.734, 44.534, 23.553], [15.683, 45.312, 21.767], [14.833, 46.634, 21.132], [14.094, 44.925, 20.917], [14.236, 46.258, 23.801], [12.013, 45.907, 22.134], [12.350, 47.394, 22.719], [11.681, 46.167, 23.671], [13.432, 44.685, 24.433], [11.065, 41.659, 20.747], [11.289, 42.935, 21.679], [10.024, 43.465, 22.133], [12.094, 42.400, 22.795], [10.745, 40.794, 21.290], [11.926, 41.414, 20.357], [10.586, 41.843, 19.808], [11.893, 43.598, 20.914], [10.388, 44.226, 23.011], [9.329, 42.764, 22.780], [9.247, 43.943, 21.388], [12.546, 43.057, 23.358], [11.993, 46.162, 18.654], [12.275, 44.663, 18.194], [10.974, 43.928, 17.606], [13.227, 44.649, 17.260], [11.424, 46.713, 17.819], [13.076, 46.557, 18.808], [11.490, 46.174, 19.622], [12.581, 44.055, 18.935], [10.022, 44.020, 18.354], [10.948, 42.865, 17.718], [10.881, 44.154, 16.488], [13.821, 45.342, 17.590], [11.739, 39.607, 24.784], [11.095, 40.797, 24.935], [12.213, 39.115, 25.538], [12.402, 39.784, 23.990], [10.853, 38.780, 24.406], [11.329, 41.433, 24.476], [12.090, 43.782, 26.515], [12.523, 45.029, 25.986], [11.069, 43.543, 26.611], [12.698, 43.400, 27.406], [12.381, 43.046, 25.849], [12.133, 45.920, 26.518], [7.113, 42.013, 20.699], [7.111, 42.513, 21.971], [7.469, 40.921, 20.718], [7.829, 42.502, 19.923], [6.152, 42.110, 20.120], [7.386, 41.879, 22.772], [7.434, 46.808, 20.525], [7.244, 47.593, 19.337], [7.926, 45.853, 20.590], [6.613, 46.883, 21.191], [8.147, 47.333, 21.055], [7.920, 48.006, 19.209]],
  "forces_ev_per_angstrom": [[-4.38, 0.61, 0.66], [-1.28, 3.03, -1.17], [5.71, 1.79, 10.89], [0.03, -4.20, -0.81], [1.93, -1.23, 0.48], [-0.46, -0.39, 0.08], [1.36, 1.17, 0.92], [1.57, 1.94, -0.25], [-5.72, -6.47, -10.27], [0.19, 3.60, -0.92], [1.51, 0.10, -0.81], [-0.42, 0.27, 1.33], [-2.33, 2.21, 2.32], [2.23, -2.91, -2.84], [-3.09, 2.76, 3.87], [-0.83, 0.18, -0.82], [-0.81, -0.31, 0.32], [5.27, -1.43, -1.45], [-1.53, 0.44, -0.09], [-0.95, -0.50, 2.14], [-1.41, -0.99, -2.14], [1.88, 0.81, -1.55], [2.06, -0.73, 1.25], [-0.15, 0.48, -1.09], [1.33, -0.99, -1.08], [-5.55, 1.42, -0.92], [-1.18, 1.18, 1.17], [2.62, 0.84, -2.19], [0.99, -0.69, 1.44], [-1.92, 0.02, -0.18], [-0.16, 0.23, -0.19], [0.91, -1.69, 3.47], [1.81, 1.05, -2.13], [1.21, -1.00, -0.34], [-0.49, 0.07, 1.78], [0.44, -0.43, -0.83], [-4.05, -1.72, -4.34], [-5.06, -7.95, 9.38], [1.19, -0.52, 2.91], [1.27, -0.65, -1.32], [2.51, 1.88, 0.78], [4.06, 8.92, -7.53], [2.14, -0.26, 1.95], [-1.90, 3.56, 2.26], [-1.56, 0.74, 0.50], [-1.02, 1.18, -0.52], [0.82, -1.24, -2.04], [1.51, -4.09, -2.02], [1.30, -2.36, -2.94], [0.29, -0.29, 3.77], [-0.81, 1.34, -0.38], [-0.51, -0.23, 1.76], [0.38, -0.28, 1.20], [-0.94, 1.74, -3.44], [0.33, 1.30, -0.15], [-12.40, -8.82, 2.40], [-0.53, -1.09, -1.43], [-1.32, -0.39, 0.03], [1.77, 1.53, 1.55], [12.17, 7.44, -2.40]],
  "homo_ev": -9.7409,
  "gap_ev": 9.970,
  "max_force_ha_per_bohr": 0.300,
  "total_energy_ha": -1045.5419,
  "smiles": "CC(C)O.CC(C)O.CC(C)O.CO.CO.CO.CO",
  "mol_weight_da": 308.46,
  "relative_energy_kcal_mol": 257.6
}



No. 4
{
  "formula": "C13H41BF4O10Ti2",
  "method": "ωB97M-V/def2-TZVPD",
  "elements": ["Ti", "Ti", "C", "C", "O", "O", "H", "H", "H", "B", "F", "F", "F", "F", "C", "O", "H", "H", "H", "H", "C", "O", "H", "H", "H", "H", "C", "O", "H", "H", "H", "H", "C", "O", "H", "H", "H", "H", "C", "O", "H", "H", "H", "H", "C", "C", "O", "H", "H", "H", "H", "H", "H", "C", "C", "O", "H", "H", "H", "H", "H", "H", "C", "C", "O", "H", "H", "H", "H", "H", "H"],
  "xyz": [[2.507, 0.904, 2.611], [2.360, 2.495, -0.720], [1.524, 5.183, 2.267], [2.299, 4.245, 1.424], [2.450, 3.018, 1.799], [2.638, 4.623, 0.291], [0.692, 5.516, 1.644], [2.117, 6.092, 2.404], [1.201, 4.788, 3.218], [0.451, 0.668, -0.125], [1.054, 0.703, -1.415], [-0.656, -0.118, -0.028], [1.424, 0.246, 0.829], [0.208, 2.058, 0.120], [3.101, -2.211, 3.771], [2.609, -1.393, 2.705], [2.880, -1.705, 4.708], [2.531, -3.147, 3.820], [4.163, -2.418, 3.669], [2.802, -1.842, 1.843], [-2.230, 4.036, -2.067], [-2.232, 4.469, -3.407], [-1.810, 4.794, -1.391], [-3.239, 3.835, -1.709], [-1.663, 3.104, -1.920], [-1.358, 4.309, -3.771], [-1.501, -3.190, -0.839], [-0.307, -2.505, -1.175], [-2.285, -3.131, -1.591], [-1.334, -4.266, -0.674], [-1.874, -2.879, 0.142], [-0.281, -1.739, -0.588], [-2.941, -0.158, -2.091], [-3.929, -0.409, -3.062], [-2.363, -1.037, -1.813], [-2.244, 0.609, -2.452], [-3.309, 0.307, -1.159], [-4.261, -1.301, -2.943], [-1.456, 2.081, 2.504], [-2.105, 2.357, 1.243], [-0.606, 2.725, 2.765], [-2.194, 2.326, 3.271], [-1.159, 1.027, 2.535], [-1.445, 2.223, 0.547], [-5.078, 0.682, 1.216], [-4.322, -0.280, 2.077], [-3.318, -0.971, 1.335], [-5.677, 0.112, 0.498], [-4.317, 1.270, 0.719], [-5.813, 1.258, 1.780], [-4.950, -0.952, 2.658], [-3.814, 0.325, 2.852], [-2.600, -0.348, 1.185], [3.997, -4.461, 0.780], [2.821, -4.036, -0.041], [2.478, -2.717, 0.231], [3.847, -4.377, 1.853], [4.925, -3.952, 0.503], [4.205, -5.500, 0.479], [2.000, -4.718, 0.183], [3.120, -4.154, -1.086], [1.611, -2.555, -0.174], [2.281, -0.285, -4.059], [2.689, -1.548, -3.330], [1.716, -2.569, -3.405], [2.261, -0.462, -5.140], [2.889, 0.591, -3.840], [1.242, -0.068, -3.799], [2.868, -1.245, -2.279], [3.665, -1.900, -3.662], [1.042, -2.434, -2.722]],
  "forces_ev_per_angstrom": [[0.10, 0.53, -0.23], [0.16, 1.11, 0.53], [0.13, 0.98, 0.05], [-0.42, -1.15, -0.08], [0.15, -0.61, -0.06], [0.31, -0.73, -0.72], [-0.20, -0.15, 0.22], [0.02, -0.10, 0.18], [-0.06, -0.14, 0.10], [0.51, 0.66, -0.19], [0.11, -0.36, 0.54], [-0.15, 0.24, 0.03], [-0.29, -0.36, -0.40], [0.28, -0.41, -0.07], [-0.67, -0.23, 0.22], [0.51, 0.38, -0.33], [0.27, 0.19, -0.06], [0.20, 0.03, -0.24], [0.08, 0.07, 0.04], [-0.52, 0.18, 0.29], [0.31, -0.14, 0.82], [-0.17, -0.10, -0.10], [0.03, -0.08, -0.13], [-0.13, 0.09, -0.36], [-0.03, 0.14, -0.14], [0.01, 0.06, -0.06], [-0.34, -1.34, 1.03], [0.34, -0.06, 0.16], [0.10, 0.38, -0.13], [0.43, 0.22, -0.40], [-0.21, 0.43, -0.31], [-0.18, 0.04, -0.40], [0.59, 0.87, 0.75], [-0.04, 0.06, -0.07], [-0.06, 0.02, -0.16], [-0.05, -0.31, -0.46], [-0.41, -0.46, -0.25], [-0.06, 0.00, 0.07], [-0.69, 0.35, -0.39], [0.46, -0.04, 0.63], [0.10, -0.08, -0.61], [-0.07, -0.46, -0.02], [0.01, 0.09, 0.34], [-0.42, 0.27, 0.38], [-0.77, -0.84, -0.43], [0.93, 0.97, 1.23], [-0.32, -0.46, 0.20], [0.23, 0.16, -0.27], [-0.33, 0.56, -0.19], [0.35, 0.32, 0.11], [0.02, -0.51, -0.47], [-0.07, -0.22, -0.09], [-0.07, 0.08, -0.10], [0.92, -0.60, -0.40], [0.62, -1.06, -0.32], [-0.58, 1.23, 0.28], [-0.08, -0.15, 0.10], [-0.22, 0.37, 0.10], [-0.14, 0.09, 0.54], [-0.26, 0.05, -0.14], [-0.36, 0.04, -0.16], [0.15, 0.00, 0.02], [-0.75, -0.35, -0.82], [0.30, 0.95, 1.27], [0.22, -0.21, -0.11], [0.19, 0.12, 0.06], [0.18, -0.12, 0.07], [0.06, 0.17, 0.13], [-0.13, -0.32, -0.12], [-0.19, -0.37, -0.33], [0.05, 0.05, -0.16]],
  "homo_ev": [-5.9727, -9.9676],
  "gap_ev": [6.107, 9.642],
  "max_force_ha_per_bohr": 0.035,
  "spin_multiplicity": 7,
  "total_energy_ha": -3395.5965,
  "s2": 12.00,
  "mol_weight_da": 540.00
}